The following is a quantum chemistry calculation of CCuN3O12 as an isolated structure, from the OMol25 dataset.

Atoms and positions in Å:
O1 -6.728 12.195 8.501
O2 -4.537 11.000 3.539
O3 -7.992 15.246 6.572
O4 -6.918 13.572 5.785
O5 -3.559 12.728 7.050
O6 -2.716 12.045 5.264
O7 -6.370 11.536 3.695
Cu1 -5.443 11.979 5.668
O8 -1.411 12.847 6.743
O9 -5.777 10.519 1.937
N1 -8.015 14.184 5.956
N2 -5.559 11.129 3.001
N3 -2.584 12.693 6.365
O10 -9.106 13.705 5.343
C1 -7.022 11.159 7.894
O11 -6.361 10.620 7.033
O12 -7.912 10.430 8.353

Output
- <S²>: 0.76
- Spin multiplicity: 2
- Frontier orbital gap (alpha / beta): 6.6 / 6.2 eV
- Net charge: -3
- M: 309.57 g/mol
- Lowest unoccupied orbital energy (alpha / beta): 8.269 / 8.018 eV


The following is a quantum chemistry calculation of CF3GaOS as an isolated structure, from the OMol25 dataset.

Atoms and positions in Å:
Ga1 1.796 -0.753 -0.338
O1 1.362 0.943 -0.214
F1 -0.982 -0.510 -0.854
F2 1.147 -2.074 0.491
F3 -2.265 0.467 0.566
S1 0.027 1.584 0.257
C1 -1.085 0.342 0.092

Output
- Spin multiplicity: 1
- Frontier orbital gap: 7.1 eV
- Net charge: +2
- M: 186.79 g/mol
- Lowest unoccupied orbital energy: -14.306 eV


The following is a quantum chemistry calculation of CF3GdMgNO4S3 as an isolated structure, from the OMol25 dataset.

Atoms and positions in Å:
O1 -1.439 -0.918 0.599
Gd1 0.233 2.414 -1.759
S1 -0.531 0.661 -3.871
F1 1.371 0.805 2.619
O2 -0.124 -2.318 -1.849
C1 0.165 0.246 2.576
F2 -0.713 0.987 3.225
S2 -0.286 0.167 0.771
F3 0.214 -0.963 3.104
O3 0.887 0.662 -2.866
N1 -0.509 1.530 0.246
Mg1 1.331 -1.040 -1.544
S3 -1.526 -1.570 -1.618
O4 0.925 -0.663 0.366

Output
- <S²>: 16.35
- Spin multiplicity: 8
- Frontier orbital gap (alpha / beta): 6.7 / 5.3 eV
- Net charge: +1
- M: 424.76 g/mol
- Lowest unoccupied orbital energy (alpha / beta): -5.311 / -6.952 eV


The following is a quantum chemistry calculation of CF3IO as an isolated structure, from the OMol25 dataset.

Atoms and positions in Å:
F1 0.102 0.983 0.883
F2 -1.188 -0.647 0.332
O1 1.011 -0.886 0.077
I1 2.707 0.074 -0.222
F3 -0.184 0.562 -1.151
C1 -0.028 -0.066 0.054

Output
- Spin multiplicity: 1
- Frontier orbital gap: 9.0 eV
- Net charge: 0
- M: 211.91 g/mol
- Lowest unoccupied orbital energy: -1.501 eV


The following is a quantum chemistry calculation of CF3LuMgNO4S3 as an isolated structure, from the OMol25 dataset.

Atoms and positions in Å:
O1 2.115 -0.857 -0.610
O2 0.270 0.407 -1.465
F1 3.758 1.551 -1.525
S1 1.497 0.628 -0.601
F2 2.331 1.006 -3.071
F3 2.012 2.787 -1.915
Mg1 -0.187 1.289 1.802
N1 1.449 1.358 0.679
O3 -1.470 -2.087 -3.060
S2 -2.122 -3.207 -1.909
C1 2.488 1.550 -1.879
O4 -0.676 -1.783 0.593
S3 0.875 -2.113 0.482
Lu1 -1.593 -0.568 -0.756

Output
- Spin multiplicity: 1
- Frontier orbital gap (alpha / beta): 6.0 / 5.3 eV
- Net charge: +1
- M: 442.48 g/mol
- Lowest unoccupied orbital energy (alpha / beta): -5.688 / -6.821 eV


The following is a quantum chemistry calculation of one molecule with the formula CF3N3, from the OMol25 dataset.

Atoms and positions in Å:
F1 2.119 -0.634 -0.262
C1 -1.350 -0.397 -0.046
F2 1.390 1.447 0.283
N1 -0.438 0.413 -0.742
F3 -1.617 -1.628 0.001
N2 1.026 0.090 0.204
N3 -1.131 0.709 0.562

Output
- Spin multiplicity: 1
- Frontier orbital gap (alpha / beta): 10.0 / 10.0 eV
- Net charge: 0
- SMILES: FC1=NN1N(F)F
- M: 111.03 g/mol
- Lowest unoccupied orbital energy (alpha / beta): -0.306 / -0.306 eV


The following is a quantum chemistry calculation of an isolated ion of composition CF3O6S2 and charge -1, from the OMol25 dataset.

Atoms and positions in Å:
F1 1.047 1.551 -0.739
F2 -2.479 -0.625 -1.520
C1 -1.123 -0.821 -1.190
F3 -1.103 -2.119 -0.866
O1 3.056 0.323 0.144
O2 0.825 -0.405 0.656
O3 -0.312 -0.340 -1.962
O4 -1.331 -1.097 1.626
S1 1.741 0.810 0.551
O5 -1.045 1.210 1.045
S2 -0.949 -0.151 0.602
O6 1.674 1.663 1.653

Output
- <S²>: 2.02
- Spin multiplicity: 3
- Frontier orbital gap (alpha / beta): 5.1 / 6.7 eV
- Net charge: -1
- M: 229.13 g/mol
- Lowest unoccupied orbital energy (alpha / beta): 3.603 / -0.683 eV


The following is a quantum chemistry calculation of CF4O3PYb as an isolated structure, from the OMol25 dataset.

Atoms and positions in Å:
F1 1.313 -1.082 -1.086
O1 -0.325 0.744 -0.291
O2 -1.488 -1.675 0.265
C1 -2.273 -0.754 0.142
F2 1.111 -1.318 1.114
O3 -3.399 -0.449 0.184
Yb1 0.515 2.800 -0.848
F3 1.936 1.063 -0.888
F4 1.638 0.769 1.307
P1 0.971 -0.097 0.101

Output
- Spin multiplicity: 1
- Frontier orbital gap: 8.6 eV
- Net charge: +1
- M: 340.01 g/mol
- Lowest unoccupied orbital energy: -6.290 eV


The following is a quantum chemistry calculation of a 2-piece molecular cluster, CFNO2 overall, from the OMol25 dataset.

Atoms and positions in Å:
C1 -1.049 -0.041 -0.062
O1 2.418 -0.100 -0.403
O2 -1.720 -1.037 -0.133
N1 1.655 0.255 0.426
F1 -1.441 1.168 0.043

Output
- Spin multiplicity: 1
- Frontier orbital gap (alpha / beta): 9.4 / 8.2 eV
- Net charge: 0
- M: 77.01 g/mol
- Lowest unoccupied orbital energy (alpha / beta): -0.456 / -1.073 eV


The following is a quantum chemistry calculation of CFO4PbS as an isolated structure, from the OMol25 dataset.

Atoms and positions in Å:
S1 1.837 -0.046 -0.208
Pb1 -0.834 1.819 -2.210
O1 -1.414 -1.001 1.438
F1 1.958 -0.053 1.494
C1 -1.537 -0.180 0.606
O2 -2.174 0.381 -0.230
O3 1.749 -1.481 -0.530
O4 0.416 0.560 -0.360

Output
- Spin multiplicity: 1
- Frontier orbital gap (alpha / beta): 5.3 / 5.3 eV
- Net charge: -1
- M: 334.27 g/mol
- Lowest unoccupied orbital energy (alpha / beta): 3.146 / 3.141 eV